# 1
A structure of composition C48H83O7P2SbSi4Sn in a non-equilibrium geometry. Source: the Open Molecules 2025 dataset; level of theory: ωB97M-V with the def2-TZVPD basis set.

Cartesian coordinates (Å):
1 C -4.46311 0.74664 0.07005
2 H -0.32876 2.87371 5.47102
3 H -7.41690 2.27241 0.80146
4 Si -0.24539 -1.43081 5.09327
5 H 0.59663 -3.68677 5.45150
6 H -0.33634 0.37397 6.80111
7 C -4.58698 -1.72175 -2.42665
8 C -0.65700 -3.12211 -0.81014
9 H 3.93503 -2.72554 -4.00186
10 H 6.59093 3.36967 -0.87948
11 H -6.25492 0.14850 1.11165
12 H -6.33839 4.11972 -0.43487
13 H -0.08449 5.45349 1.00703
14 H 1.65751 4.95048 -1.43936
15 H 1.51538 1.26516 -4.65078
16 C -1.37843 2.62192 5.30702
17 H 6.46489 0.97410 -0.98719
18 H -3.29122 -3.96717 0.35444
19 O -0.04246 1.65658 -2.57329
20 H 2.45959 3.28238 2.86824
21 C 3.90802 -3.70012 0.77748
22 H -3.66926 0.80865 4.32766
23 H 4.46794 -0.38274 2.68965
24 H -1.34916 3.09286 1.32806
25 H -1.97397 3.50572 5.56098
26 C 2.79604 -1.38464 -2.79670
27 H -4.04789 3.83102 -1.32644
28 C -2.30627 -1.03591 -2.54359
29 H 4.02570 1.87738 5.26871
30 H -1.52902 -2.53631 -1.06001
31 H 1.59197 5.94919 0.73344
32 C 5.59436 1.53158 -1.32592
33 C -6.41742 2.14798 0.40422
34 O 2.23098 0.06777 0.02567
35 H -3.40968 -2.02679 -5.58544
36 C -3.35038 -3.41779 1.29527
37 C -2.02472 -1.91050 5.28193
38 H 1.90812 -2.63180 4.92348
39 H 6.44244 2.07959 -3.19614
40 P 2.96816 0.70624 -1.11038
41 H 2.99437 -1.79896 0.65356
42 C -5.80931 3.18809 -0.28068
43 H 4.08225 -1.03054 -4.48048
44 C 2.62425 -5.58175 0.06734
45 H -1.62517 3.35560 -5.01426
46 H -5.53274 -3.24929 -0.26912
47 Si -3.49822 -0.86206 0.07480
48 C 0.34293 -5.29470 -0.75741
49 H 2.60190 2.76838 -2.30937
50 C 2.29370 2.36356 -1.34277
51 H 1.20620 4.24325 1.00361
52 C -3.42617 1.38888 3.43705
53 H -1.15055 6.09373 -1.21018
54 Sn -0.01921 -0.65211 0.50477
55 C 2.86238 -2.85650 0.51745
56 H 3.65024 -1.25613 3.99301
57 H -3.54312 0.76232 2.56184
58 C -0.12733 6.11329 -1.58725
59 H -3.47122 -1.22939 2.95650
60 H -5.51358 -1.85181 -1.88054
61 C 0.52419 1.61934 -4.93254
62 C -0.09415 2.44208 -3.83061
63 C -4.57519 -2.00116 -3.78516
64 C 3.79336 -5.08453 0.56231
65 O 0.04657 1.48750 -0.06088
66 C -5.75009 0.94004 0.57455
67 H 4.93480 -1.63397 -3.04208
68 C 0.28046 -0.50361 6.61275
69 H -2.29742 -2.74349 4.63236
70 C 5.56163 1.54719 -2.83736
71 H 0.16392 -1.17727 7.46796
72 H -1.66344 1.83308 6.00356
73 H -6.35219 -1.89209 0.50323
74 H -2.86562 1.69855 -1.02150
75 C 3.48966 -0.62832 3.11563
76 H -2.71403 -1.09144 5.07872
77 H -2.11857 4.25901 2.41886
78 C 4.01677 -1.70545 -3.62536
79 C 1.52499 -4.73411 -0.20976
80 H 0.31860 7.07652 -1.33967
81 H -2.33341 -3.14638 1.59079
82 H -3.74472 -4.10225 2.05308
83 P 0.48905 2.29305 -1.25499
84 H 0.30670 -6.36425 -0.92589
85 H 2.54809 2.18287 1.47045
86 O -1.95318 -0.50356 0.64852
87 C -4.27232 -2.19969 1.17636
88 H 2.95337 -1.21776 2.37997
89 H 2.35296 2.10044 5.78093
90 H 4.00871 2.55285 2.41035
91 H 2.66166 2.99301 -0.53007
92 Si 2.59686 0.92392 3.57773
93 C 0.67980 5.00583 -0.95412
94 Si -1.75731 2.13160 3.55791
95 H 4.86364 3.56753 -1.16307
96 H 4.84179 -3.29252 1.14522
97 H 0.75112 -3.26666 3.74354
98 Sb 0.10019 0.32811 3.19638
99 C -3.86723 1.81576 -0.61193
100 H -5.46859 -2.37809 -4.26610
101 H 0.65256 -1.24671 -3.00712
102 H -2.14902 1.91071 -4.13029
103 H 2.51983 -6.64031 -0.13725
104 H -6.06892 -3.37760 1.40343
105 C 2.92981 2.38024 2.47156
106 C -4.42564 -1.60908 2.58684
107 H 0.50146 3.34827 -3.68169
108 H -4.15384 2.20331 3.34706
109 C 1.62142 -3.33490 0.03732
110 H 0.61532 2.23583 -5.82693
111 C -4.52477 3.02259 -0.78504
112 C 0.45064 -2.53454 -0.25709
113 H -1.61024 -4.92649 -1.51419
114 C -3.44120 -1.27112 -1.76266
115 O 2.78200 0.08164 -2.53040
116 C -1.53856 2.81412 -4.07194
117 O 4.47920 0.75479 -0.74375
118 C -2.28782 -1.30025 -3.90478
119 C 0.85896 -2.88084 4.75950
120 H -2.17330 -2.22578 6.31877
121 H -5.14637 -0.79248 2.62977
122 C -0.71199 -4.50815 -1.07901
123 H -0.38777 3.89252 2.58226
124 C -5.63348 -2.69636 0.66592
125 H 1.52627 -1.40478 -4.53653
126 H 3.14234 0.52707 5.96794
127 H -0.10243 0.76464 -5.17085
128 H 1.34444 -2.80554 -3.46568
129 H -1.40964 -0.62237 -2.08520
130 C -3.42139 -1.80250 -4.52654
131 H -1.92268 3.44492 -3.27047
132 H -0.15320 6.01559 -2.67247
133 C 5.61484 2.91541 -0.71211
134 O -0.03841 3.75720 -1.26023
135 H 4.67899 2.06462 -3.21968
136 H 5.44378 2.86661 0.36334
137 H 1.31702 -0.18171 6.58557
138 H 5.57788 0.54315 -3.25371
139 C 0.85688 5.16775 0.53865
140 H -4.77075 -2.38764 3.27422
141 C 3.04398 1.39455 5.31699
142 H 4.62431 -5.74243 0.77852
143 H 2.85670 -1.88890 -1.83489
144 C 1.49987 -1.72644 -3.49365
145 H -1.39425 -1.11977 -4.48340
146 C -1.36547 3.46761 2.35189

Properties
Total charge: +2



# 2
A structure of composition C48H86O24S9Zn2 in a non-equilibrium geometry. Source: the Open Molecules 2025 dataset; level of theory: ωB97M-V with the def2-TZVPD basis set.

Cartesian coordinates (Å):
1 O 5.90406 23.86517 4.31549
2 H 0.73449 21.40542 1.61636
3 H 1.64515 20.61217 -0.51581
4 C -1.56418 13.31757 7.55687
5 H 4.55165 22.50265 10.37091
6 O -0.70254 19.84236 3.89177
7 C -3.08873 13.42348 7.74645
8 H 3.40445 25.01064 3.88474
9 S 7.75723 20.56795 6.30306
10 H -3.46913 12.45782 8.07923
11 H 0.66105 24.81399 5.67163
12 C 1.28153 23.33432 9.37659
13 H 5.94277 24.72951 7.04359
14 Zn 5.39251 21.88563 4.07576
15 H 3.31435 24.68350 6.41689
16 H 3.10391 19.68332 -0.57525
17 H 5.00470 16.94236 6.46473
18 H 6.27146 18.03029 -0.20730
19 C 2.70540 23.53697 9.85098
20 C 3.44202 25.68961 6.00951
21 O 2.26205 23.72378 1.41981
22 O 7.40682 18.70062 3.13903
23 H -0.18523 23.67122 2.89010
24 O 0.31668 14.94599 8.50839
25 H 8.15972 23.68825 1.56625
26 H 9.29231 22.46362 -0.98014
27 S 6.64367 17.49122 2.91568
28 H 1.87854 21.98210 6.97727
29 S -1.83705 19.17489 4.52098
30 H 6.08634 19.80157 9.45060
31 S -2.06868 23.78048 5.27458
32 H 1.37141 21.09236 3.16336
33 H 9.17330 20.92319 2.78729
34 C -2.34285 15.60469 8.61572
35 H 1.50321 19.08988 1.41131
36 H 4.51686 21.56038 0.25449
37 H 4.65085 27.45204 6.64928
38 H -4.32843 14.83563 8.87452
39 H 6.42591 18.65373 5.87476
40 H 4.07892 17.70065 9.95556
41 H 9.10153 19.79896 1.51812
42 H -1.19106 12.87032 6.63637
43 H -2.24203 24.89386 3.21545
44 H 2.47537 26.15797 6.19522
45 C 5.73673 17.27690 0.37323
46 H 0.48490 25.20676 3.18151
47 H -4.45105 20.69792 6.55876
48 O -0.29209 18.24739 11.35704
49 C 10.06987 21.74197 0.91391
50 C 0.53399 23.98234 4.97502
51 C 3.63129 19.86621 4.84639
52 S 7.40589 21.52418 1.24129
53 O 3.94693 22.35967 2.71388
54 H -1.11251 12.70915 8.34243
55 H -3.63869 21.59714 5.29088
56 O -2.90258 22.78225 4.62972
57 O 1.02923 17.54839 5.84293
58 H -3.63047 13.62523 6.82194
59 C 4.54610 26.37887 6.81007
60 S 5.73650 25.27999 4.66118
61 H 5.15411 19.91893 8.03295
62 C 8.01819 23.11938 0.64418
63 H 1.75612 17.04951 9.17090
64 H 3.05234 19.49318 1.96948
65 H 3.07019 21.63549 10.85440
66 C 7.02168 21.10913 7.89390
67 C 6.58121 16.00417 0.61112
68 H -3.14181 20.32295 2.84997
69 C 3.43599 21.69301 0.19094
70 C 2.57745 20.42965 0.02007
71 C 3.30499 21.12089 5.73676
72 H 3.40119 21.73532 9.17801
73 C -0.08394 24.41975 3.68015
74 H 3.94519 15.84205 5.58810
75 H 2.80614 14.43596 8.17892
76 O 6.91022 20.75293 0.10924
77 C 5.31187 17.80598 1.72479
78 H 6.52441 22.05620 7.70201
79 H 4.12687 13.34250 8.56843
80 C 6.19442 19.89713 8.36776
81 C 2.20760 19.92365 1.42977
82 O 6.91978 21.18560 5.26205
83 C 1.89043 17.88405 9.85307
84 C 2.80761 18.70433 4.99287
85 O -0.84785 15.49234 6.35247
86 H 10.66291 22.21721 1.70090
87 H 10.05599 23.68157 -0.04651
88 O 3.16879 24.64547 10.01063
89 H 3.43037 13.46710 6.88091
90 H 7.09507 15.80417 -0.32918
91 O 0.27161 19.95004 7.25202
92 C -3.35419 19.50211 3.53548
93 H -3.23821 13.91853 9.80450
94 H 7.91564 21.26649 8.49758
95 C 1.66789 21.12057 2.11273
96 O 4.07830 22.08240 5.55216
97 S -0.89767 14.98534 7.73588
98 H -2.73342 16.47522 8.08640
99 H -3.55852 18.67140 2.85793
100 C -4.48390 19.81056 4.53307
101 H 3.41067 19.29513 9.60815
102 H 3.91062 26.69047 4.10699
103 H -5.23904 20.47058 4.11615
104 C 3.72339 13.99224 7.79474
105 O -2.56503 24.46184 6.43766
106 H -1.67131 20.77207 6.23657
107 H 0.98395 24.12622 8.69344
108 H 3.04851 17.82646 4.40659
109 H 4.28836 26.29459 7.86736
110 H 7.82699 15.42014 2.25657
111 C 3.93106 25.69558 4.54802
112 H 5.97387 15.11598 0.78033
113 H 7.30406 23.60384 -0.01639
114 H 7.83642 18.54657 8.60684
115 H 4.51629 17.11721 2.02920
116 H 4.86518 17.00398 -0.22424
117 H 6.78001 26.15077 6.67311
118 C 1.71196 18.64355 5.81793
119 H -0.45753 22.06027 5.03657
120 O 6.61309 21.66041 2.46920
121 O 6.13053 16.80787 4.11333
122 O 4.53445 20.08738 4.03290
123 O 9.17614 20.83695 6.32510
124 C 7.52174 16.34503 1.76806
125 H 1.52098 23.52812 4.85826
126 H -2.44321 19.22159 6.73868
127 H 1.61202 19.88642 12.07099
128 C -1.48974 24.94343 3.99757
129 H 0.58354 23.25476 10.21144
130 Zn -0.29817 16.40003 4.72022
131 C 4.79747 14.97603 7.39797
132 C 5.84366 25.64032 6.44917
133 H 8.11334 18.19338 6.07571
134 S 1.03857 17.68329 11.45227
135 C -3.30917 14.44898 8.85533
136 O 6.40247 26.31737 3.90422
137 O -1.73789 17.72591 4.80805
138 H 10.86094 21.15160 0.45353
139 C 3.51677 22.30031 10.11120
140 H 1.29486 18.72537 9.49072
141 C 7.31165 18.79861 6.49347
142 C -2.43217 20.02932 6.00531
143 H -1.93264 16.08443 9.50982
144 H -4.90376 18.89357 4.94583
145 O 1.22599 16.33146 11.94863
146 H 8.43535 16.87790 1.50657
147 C 3.45114 18.73819 11.70330
148 C 2.06984 18.94072 12.36033
149 C -3.80462 20.59585 5.69026
150 H 1.24526 22.34391 8.91857
151 H 3.37720 22.45122 -0.58965
152 C 4.28328 16.13860 6.58143
153 H 4.19038 19.52251 11.85423
154 H 6.36570 17.72249 8.03985
155 S 2.86035 22.44185 1.75927
156 H 3.42006 16.58649 7.07985
157 H -0.35572 22.85132 6.67064
158 H -1.35678 25.93776 4.42110
159 C 1.34355 19.86863 6.62011
160 C 6.96501 18.62635 7.95741
161 C 3.28107 18.39639 10.21705
162 C 2.13358 21.02661 6.54608
163 O 5.92371 14.85636 7.81083
164 C 9.07250 20.87099 1.70384
165 H 3.90234 17.83245 12.11464
166 H 1.93185 18.76157 13.42266
167 C 9.38785 22.82781 0.04423
168 C -0.44492 22.99542 5.59633
169 H 4.92531 18.80753 1.88478

Properties
Total charge: +2



no.,HOMO energy (Ha),frontier orbital gap (Eh)
1,-0.4672,0.2957
2,-0.4539,0.1854